64
Properties=species:S:1:pos:R:3 method="wB97M-V/def2-TZVPD" multiplicity=3 de_lowest_ev=0.0000 s2=2.009 homo_lumo_gap_ev="7.7095 / 8.0063" fmax_ha_per_bohr=0.01232
Ti 0.18 0.62 0.32
C 1.57 0.33 -2.49
N 0.63 1.22 -1.77
C -0.65 1.27 -2.52
C -1.85 1.42 -1.60
N -1.74 0.41 -0.55
C -2.89 0.12 0.15
C -2.95 -1.04 0.92
F -1.88 -1.88 0.91
C -4.03 -1.43 1.68
F -3.97 -2.57 2.38
C -5.17 -0.66 1.71
F -6.23 -1.02 2.43
C -5.18 0.50 0.95
F -6.25 1.29 0.96
C -4.07 0.88 0.21
F -4.17 2.07 -0.42
C 1.27 2.54 -1.61
C 0.53 3.41 -0.61
N 0.15 2.57 0.53
C -0.08 3.27 1.71
C -1.26 3.11 2.43
F -2.24 2.35 1.93
C -1.47 3.68 3.67
F -2.62 3.48 4.32
C -0.48 4.45 4.25
F -0.67 5.01 5.45
C 0.71 4.64 3.57
F 1.68 5.37 4.13
C 0.90 4.06 2.33
F 2.10 4.21 1.75
H 1.77 0.72 -3.49
H 1.14 -0.67 -2.55
H 2.50 0.28 -1.93
H -0.74 0.32 -3.05
H -0.61 2.07 -3.27
H -2.76 1.27 -2.20
H -1.90 2.43 -1.19
H 1.35 3.04 -2.58
H 2.27 2.35 -1.22
H -0.36 3.86 -1.07
H 1.20 4.23 -0.34
N -0.59 -2.47 -1.73
N -0.11 -3.31 -0.70
C 0.81 -2.76 0.17
N 1.33 -3.62 1.07
N 1.07 -1.49 0.07
N 2.20 -0.97 0.75
O 2.65 -1.46 1.82
O 2.14 0.38 0.59
H -1.26 -1.79 -1.38
H -1.00 -3.06 -2.44
H -0.81 -3.86 -0.21
H 1.42 -4.58 0.78
H 2.06 -3.22 1.66
N 1.48 0.64 5.57
N 0.79 0.16 4.47
N 0.31 -1.07 4.42
C -0.18 -1.10 3.20
N 0.00 0.06 2.55
N 0.63 0.86 3.40
H 0.97 0.34 6.39
H 1.49 1.65 5.49
H -0.65 -1.96 2.78

---

42
Properties=species:S:1:pos:R:3 method="wB97M-V/def2-TZVPD" multiplicity=3 s2=2.020 homo_lumo_gap_ev="7.8318 / 7.1210" fmax_ha_per_bohr=0.02260
Pt -1.75 0.32 0.32
C -0.91 1.39 2.27
C -0.50 0.03 2.36
C -1.68 -0.78 2.36
C -2.82 0.08 2.30
C -2.34 1.42 2.25
C -3.15 2.67 2.43
C -4.23 -0.36 2.55
C -1.72 -2.26 2.59
C 0.90 -0.45 2.59
C -0.01 2.58 2.37
H -2.88 3.14 3.38
H -4.21 2.44 2.45
H -2.97 3.40 1.64
H -4.33 -0.59 3.61
H -4.48 -1.25 1.98
H -4.94 0.43 2.30
H -2.04 -2.79 1.69
H -2.43 -2.50 3.38
H -0.74 -2.63 2.88
H 1.03 -0.71 3.64
H 1.62 0.33 2.35
H 1.13 -1.33 1.99
H -0.35 3.38 1.72
H 1.01 2.32 2.10
H 0.00 2.96 3.39
F 5.75 -1.61 -4.52
C 4.72 -1.18 -5.26
F 4.53 -2.10 -6.22
F 5.16 -0.08 -5.90
C 3.48 -0.91 -4.46
C 3.47 -1.12 -3.09
C 2.33 -0.85 -2.37
C 1.18 -0.36 -3.01
C 1.21 -0.14 -4.39
C 2.35 -0.42 -5.11
C 0.07 -0.08 -2.19
C -0.83 0.12 -1.39
H 4.35 -1.50 -2.59
H 2.31 -1.00 -1.30
H 0.34 0.25 -4.89
H 2.38 -0.25 -6.18

---

49
Properties=species:S:1:pos:R:3 method="wB97M-V/def2-TZVPD" de_lowest_ev=1.0955 homo_lumo_gap_ev=5.0438 fmax_ha_per_bohr=0.01466 total_charge=+1
Pt -1.85 1.28 1.01
C -4.79 1.45 0.57
C -4.52 2.61 1.16
C -3.51 2.34 2.22
C -3.42 0.92 2.41
C -3.96 0.39 1.23
H -5.43 1.27 -0.28
H -4.88 3.59 0.90
H -3.10 3.08 2.90
H -2.94 0.38 3.22
H -3.95 -0.66 0.97
N -1.91 3.16 0.30
C -1.17 4.06 0.09
N -0.33 4.92 -0.22
C -0.15 6.06 0.45
N 0.03 7.07 0.97
C 3.36 -1.35 -0.99
C 3.21 -0.19 -1.97
C 1.98 -0.38 -2.86
C 3.21 1.17 -1.27
N 2.09 1.30 -0.33
C 0.82 1.60 -0.56
N 0.18 1.42 0.57
N 1.07 1.00 1.50
N 2.22 0.93 0.96
H 3.49 -2.28 -1.53
H 2.47 -1.45 -0.36
H 4.22 -1.21 -0.33
H 4.09 -0.16 -2.61
H 1.07 -0.49 -2.27
H 2.08 -1.30 -3.44
H 1.85 0.44 -3.56
H 3.12 1.99 -1.99
H 4.10 1.32 -0.68
H 0.40 1.92 -1.50
I 2.03 -6.68 0.44
C 0.96 -4.90 0.41
C 0.47 -4.41 -0.80
C -0.22 -3.22 -0.82
C -0.43 -2.51 0.36
C 0.04 -3.01 1.57
C 0.74 -4.21 1.60
C -1.09 -1.19 0.30
O -1.42 -0.64 1.45
O -1.28 -0.58 -0.75
H 0.64 -4.97 -1.71
H -0.59 -2.81 -1.75
H -0.12 -2.46 2.49
H 1.13 -4.60 2.53